No. 1
Formula: C4H2Br2N2O
Source: the Open Molecules 2025 dataset
Level of theory: ωB97M-V/def2-TZVPD

ORCA input file:
```
! RIJCOSX wB97M-V def2-TZVPD def2/J DEFGRID3
* xyz 0 1
N 1.292 2.242 -2.471
C 0.725 1.551 -1.785
C 0.075 0.655 -0.866
C 0.733 -0.744 -0.765
O 1.570 -1.069 -0.017
Br 0.242 -1.785 -2.296
H 0.170 1.183 0.229
H -0.893 0.592 -1.160
N -1.397 -2.475 0.889
C -1.056 -3.498 0.504
Br -0.638 -5.181 -0.048
*
```

Values from the calculation:
- orbital gap (eV) = 11.06
- max |F| (eV/A) = 5.1
- ΔE to the lowest compared entry with this formula, charge and spin (kJ/mol) = 6.0
- calculated total energy (Ha) = -5486.3455
- SMILES = N#CCC(=O)Br.N#CBr
- highest occupied orbital energy (eV) = -11.0804

Okay, here come the natural (NBO) numbers, in e, for every atom:
1. N -0.28
2. C 0.27
3. C -0.60
4. C 0.54
5. O -0.46
6. Br -0.02
7. H 0.28
8. H 0.27
9. N -0.34
10. C 0.12
11. Br 0.22

***

No. 2
Formula: C4H2Br4N4O2
Source: the Open Molecules 2025 dataset
Level of theory: ωB97M-V/def2-TZVPD

ORCA input file:
```
! RIJCOSX wB97M-V def2-TZVPD def2/J DEFGRID3
* xyz 0 1
O -0.495 -2.995 -0.174
C -0.050 -1.955 0.181
N 0.132 -1.367 1.415
C 0.670 -0.124 1.399
Br 2.527 -0.171 2.097
C 0.812 0.193 -0.044
N 1.345 1.279 -0.415
Br 1.413 1.809 -2.165
N 0.291 -0.857 -0.714
Br 0.219 -1.183 -2.557
H 0.443 -2.058 2.207
H 0.192 0.590 2.102
O -2.175 1.693 -2.595
C -1.853 1.719 -1.487
N -1.379 1.493 -0.396
Br -2.092 1.934 1.147
*
```

Values from the calculation:
- orbital gap (eV) = 8.81
- max |F| (eV/A) = 6.2
- calculated total energy (Ha) = -10819.0908
- SMILES = O=C1N[C@@H](Br)/C(=N/Br)N1Br.O=C=NBr
- highest occupied orbital energy (eV) = -9.2322

Okay, here come the natural (NBO) numbers, in e, for every atom:
1. O -0.54
2. C 0.80
3. N -0.65
4. C -0.08
5. Br -0.02
6. C 0.38
7. N -0.54
8. Br 0.20
9. N -0.55
10. Br 0.31
11. H 0.44
12. H 0.26
13. O -0.45
14. C 0.87
15. N -0.72
16. Br 0.30

***

No. 3
Formula: C4H2BrF6NO
Source: the Open Molecules 2025 dataset
Level of theory: ωB97M-V/def2-TZVPD

ORCA input file:
```
! RIJCOSX wB97M-V def2-TZVPD def2/J DEFGRID3
* xyz 0 1
H 1.471 -0.608 -0.752
N 0.477 -0.687 -0.943
C -0.205 -0.095 -0.045
O -1.559 0.192 0.364
C -2.979 0.127 0.043
Br -3.602 -1.727 0.045
C -3.786 0.891 1.090
F -5.087 0.683 0.884
F -3.582 2.204 1.027
F -3.501 0.490 2.322
C -3.161 0.671 -1.389
F -2.528 -0.109 -2.261
F -4.434 0.747 -1.763
F -2.633 1.893 -1.493
H 0.261 0.419 0.811
*
```

Values from the calculation:
- orbital gap (eV) = 11.21
- max |F| (eV/A) = 3.4
- ΔE to the lowest compared entry with this formula, charge and spin (kJ/mol) = 119.0
- calculated total energy (Ha) = -3456.7925
- SMILES = [H]/N=C/OC(Br)(C(F)(F)F)C(F)(F)F
- highest occupied orbital energy (eV) = -10.9543

Okay, here come the natural (NBO) numbers, in e, for every atom:
1. H 0.38
2. N -0.65
3. C 0.45
4. O -0.57
5. C 0.08
6. Br 0.09
7. C 0.94
8. F -0.30
9. F -0.30
10. F -0.30
11. C 0.94
12. F -0.30
13. F -0.30
14. F -0.31
15. H 0.16

***

No. 4
Formula: C4H2BrNS
Source: the Open Molecules 2025 dataset
Level of theory: ωB97M-V/def2-TZVPD

ORCA input file:
```
! RIJCOSX wB97M-V def2-TZVPD def2/J DEFGRID3
* xyz 0 1
C -1.020 -0.672 0.445
C -0.468 0.459 -0.011
C -1.905 -0.268 2.669
C 0.432 1.374 -0.335
N -1.558 -0.871 1.664
S -2.263 0.218 4.090
Br 0.193 3.077 -1.055
H -1.201 -1.547 -0.123
H 1.380 1.074 -0.003
*
```

Values from the calculation:
- orbital gap (eV) = 8.83
- max |F| (eV/A) = 3.8
- ΔE to the lowest compared entry with this formula, charge and spin (kJ/mol) = 0.0
- calculated total energy (Ha) = -3180.4853
- highest occupied orbital energy (eV) = -8.9253

Okay, here come the natural (NBO) numbers, in e, for every atom:
1. C -0.07
2. C 0.02
3. C 0.24
4. C -0.35
5. N -0.47
6. S 0.08
7. Br 0.10
8. H 0.22
9. H 0.23

***

- Among the records above, which one has the lowest highest occupied orbital energy?
  C4H2Br2N2O